16
Properties=species:S:1:pos:R:3 method="wB97M-V/def2-TZVPD" lumo_ha="-0.004 / -0.004" homo_lumo_gap_ev="7.86 / 7.86"
C 0.369 -2.280 0.067
C -0.646 2.263 0.602
N 1.155 -1.207 -0.530
C 0.543 -0.006 -0.888
C -0.906 -0.121 -1.171
C -0.140 0.864 0.791
O 1.131 0.931 -1.470
O -2.001 0.213 -1.323
O 0.250 0.340 1.780
H 2.054 -1.034 -0.103
H 1.017 -3.144 0.209
H -0.085 -2.019 1.027
H -0.419 -2.582 -0.629
H -0.099 2.722 -0.220
H -1.704 2.232 0.332
H -0.518 2.828 1.525

16
Properties=species:S:1:pos:R:3 method="wB97M-V/def2-TZVPD" lumo_ha=0.021 smiles="C#CC[C@](N)(O)C(=O)O" homo_lumo_gap_ev=10.25
C 0.571 0.532 -0.188
C -0.748 0.872 0.507
C 0.483 -1.047 -0.296
N 1.791 0.838 0.532
O 0.593 1.056 -1.474
O 0.593 -1.626 0.906
C -1.738 -0.180 -0.002
C -2.750 -0.714 -0.369
O 0.700 -1.585 -1.361
H 0.857 0.336 -2.073
H 1.215 -2.376 0.865
H 1.691 0.785 1.538
H 2.091 1.780 0.306
H -1.098 1.860 0.213
H -0.670 0.743 1.587
H -3.579 -1.277 -0.690

15
Properties=species:S:1:pos:R:3 method="wB97M-V/def2-TZVPD" lumo_ha="0.014 / 0.014" homo_lumo_gap_ev="7.86 / 7.86"
C 2.090 -0.409 1.111
C 2.887 1.021 -0.349
C 0.749 0.394 -0.169
C -1.304 -0.975 0.033
C -0.680 0.334 -0.418
N 3.101 0.191 0.654
O 1.618 1.128 -0.786
S -1.543 1.715 0.537
H 1.887 -1.127 1.858
H 3.637 1.600 -0.844
H -0.865 -1.806 -0.515
H -1.127 -1.123 1.095
H -2.377 -0.960 -0.146
H -0.905 0.542 -1.471
H -0.841 2.706 -0.009

15
Properties=species:S:1:pos:R:3 method="wB97M-V/def2-TZVPD" lumo_ha=0.025 smiles="C#CCNC(=S)CO" homo_lumo_gap_ev=9.22
C -0.070 1.261 -1.888
C 0.574 0.327 -0.769
C 0.344 -1.093 1.306
C -0.708 -1.092 2.296
C -1.447 -0.808 3.164
H 1.236 0.534 -3.363
H -1.173 1.063 -1.792
H 0.205 2.290 -1.868
H -0.782 0.592 0.661
H 1.347 -1.066 1.779
H 0.467 -1.900 0.583
H -2.187 -0.429 4.010
N -0.006 0.021 0.379
O 0.256 0.804 -3.224
S 1.944 -0.503 -1.275

15
Properties=species:S:1:pos:R:3 method="wB97M-V/def2-TZVPD" lumo_ha=0.026 homo_lumo_gap_ev=8.97
C 0.498 -0.551 -0.337
C -0.777 1.142 -1.189
C -0.710 1.381 0.330
C -0.164 0.068 0.829
C -0.224 -0.470 2.037
H 2.565 -3.173 -1.268
H -0.557 2.052 -1.774
H -1.760 0.717 -1.492
H -1.669 1.622 0.754
H -0.033 2.191 0.583
H -0.726 0.034 2.866
H 0.243 -1.455 2.227
N 1.228 -1.590 -0.301
O 0.219 0.158 -1.460
S 1.867 -2.125 -1.806

15
Properties=species:S:1:pos:R:3 method="wB97M-V/def2-TZVPD" lumo_ha=0.024 smiles="N#CCCS/C=C/O" homo_lumo_gap_ev=9.78
C -1.581 0.910 1.614
C 1.961 0.043 -1.236
C -1.884 -0.365 0.966
C -1.052 -0.776 -0.333
C 1.459 -0.125 -0.002
N -1.514 2.032 1.857
O 2.692 1.099 -1.594
S 0.531 -1.571 0.269
H 1.961 -0.649 -2.034
H -1.768 -1.061 1.819
H -2.955 -0.305 0.652
H -1.473 -1.539 -0.942
H -0.657 -0.066 -0.927
H 1.427 0.704 0.687
H 2.854 1.670 -0.796

16
Properties=species:S:1:pos:R:3 method="wB97M-V/def2-TZVPD" lumo_ha="-0.040 / -0.040" homo_lumo_gap_ev="6.55 / 6.55"
C -1.520 -0.146 0.450
C -1.475 -1.655 0.514
C 1.939 -0.187 -0.839
C 0.543 -0.562 -0.625
C -0.097 1.797 0.053
N -0.414 0.354 -0.130
O -2.393 0.560 0.860
S 0.069 -2.166 -0.238
S 2.615 -0.194 0.837
H -1.436 -1.894 1.571
H -2.374 -2.314 0.086
H 2.428 -0.863 -1.577
H 2.031 0.880 -1.333
H 0.165 2.376 -0.771
H -0.997 2.300 0.472
H 0.915 1.714 0.670

14
Properties=species:S:1:pos:R:3 method="wB97M-V/def2-TZVPD" lumo_ha=0.025 smiles="CC1=NC=CCS1" homo_lumo_gap_ev=9.17
C 0.971 0.060 0.208
C -1.808 -0.441 0.633
C -0.853 0.725 -1.189
C -1.966 0.366 -0.627
C 2.476 -0.160 0.347
N 0.518 0.540 -0.860
S 0.015 -0.507 1.567
H -1.808 -1.570 0.376
H -2.418 -0.226 1.496
H -0.740 1.345 -2.117
H -2.912 0.631 -0.916
H 2.885 0.057 1.395
H 3.040 0.436 -0.411
H 2.600 -1.255 0.098

For reference, electronic energy by record: -475.08853 -475.12938 -722.75277 -722.78642 -722.86263 -722.83321 -1121.02097 -647.59422 Ha.
For reference, ΔE to the lowest compared entry with this formula, charge and spin by record: 421.32 314.07 434.01 345.66 145.58 222.81 134.84 164.92 kJ/mol.